No. 1
This record from the OMol25 dataset describes a 3-piece molecular cluster, C4H13NO2 overall at a distorted geometry. The level of theory is ωB97M-V with the def2-TZVPD basis set.

Geometry (Å):
1 C -1.723 1.857 -0.407
2 C -1.942 0.329 -0.679
3 C -0.560 -0.138 -0.982
4 N 0.430 0.684 -0.192
5 C -0.221 2.001 0.000
6 H -2.503 2.185 0.286
7 H -1.876 2.324 -1.390
8 H -2.288 -0.172 0.247
9 H -2.728 0.302 -1.429
10 H -0.489 -1.207 -0.892
11 H -0.180 0.122 -1.997
12 H 0.625 0.157 0.646
13 H -0.141 2.387 1.022
14 H 0.216 2.688 -0.720
15 O 2.351 -1.154 2.151
16 H 2.649 -0.363 1.689
17 H 1.539 -1.331 1.657
18 O 0.970 -2.684 -0.169
19 H 1.893 -2.630 -0.402
20 H 0.458 -2.888 -0.957

The value obtained for the gap between HOMO and LUMO is 9.73 eV. The spin multiplicity is 1. For the LUMO energy, the calculation gives 0.6935 eV. As for the charge: 0. The SMILES is C1CCNC1.O.O.

No. 2
This record from the OMol25 dataset describes a 3-piece molecular cluster, C4H13NO2 overall at a distorted geometry. The level of theory is ωB97M-V with the def2-TZVPD basis set.

Geometry (Å):
1 C 1.702 -1.952 -1.228
2 C 0.595 -1.153 -1.241
3 C -0.646 -1.192 -0.316
4 C -1.149 0.263 0.026
5 N -0.425 0.992 1.054
6 H 1.867 -2.833 -0.485
7 H 2.511 -1.869 -1.885
8 H 0.608 -0.175 -1.830
9 H -1.345 -1.728 -0.864
10 H -0.366 -1.699 0.710
11 H -2.201 0.137 0.315
12 H -0.983 0.825 -1.033
13 H -0.748 0.609 2.032
14 H 0.497 1.295 0.912
15 O 6.074 1.024 2.994
16 H 5.380 1.323 3.583
17 H 5.851 0.101 2.835
18 O -6.013 1.241 -1.997
19 H -5.120 1.229 -1.618
20 H -6.475 1.929 -1.478

The value obtained for the gap between HOMO and LUMO is 9.71 eV. The spin multiplicity is 1. For the LUMO energy, the calculation gives 0.6825 eV. As for the charge: 0. The SMILES is C=CCCN.O.O.

No. 3
This record from the OMol25 dataset describes a 3-piece molecular cluster, C4H13NO2 overall at a distorted geometry. The level of theory is ωB97M-V with the def2-TZVPD basis set.

Geometry (Å):
1 C -0.476 -0.616 -3.496
2 C -0.003 -0.900 -1.999
3 C 0.767 -0.239 -1.050
4 N 0.597 -0.283 0.413
5 C 1.908 -0.230 1.075
6 H -0.049 -1.557 -4.050
7 H -1.540 -0.272 -3.466
8 H 0.153 0.093 -4.032
9 H -0.486 -1.901 -1.655
10 H 1.717 0.132 -1.273
11 H -0.458 -0.224 0.707
12 H 2.719 0.417 0.711
13 H 1.702 0.005 2.110
14 H 2.127 -1.252 0.899
15 H -2.167 0.314 1.346
16 H -2.319 -1.280 1.751
17 O -2.222 -0.656 1.063
18 H 0.074 2.575 3.944
19 H -1.374 3.262 3.667
20 O -0.672 2.609 3.335

The value obtained for the gap between HOMO and LUMO (alpha / beta) is 10.07 / 8.16 eV. The spin multiplicity is 2. For the LUMO energy (alpha / beta), the calculation gives -3.7542 / -6.3454 eV. As for the charge: +1.

No. 4
This record from the OMol25 dataset describes a 3-piece molecular cluster, C4H13NO2S overall at a distorted geometry. The level of theory is ωB97M-V with the def2-TZVPD basis set.

Geometry (Å):
1 C 2.189 0.351 -0.277
2 O 2.987 0.512 0.866
3 C 0.759 0.138 0.122
4 C -0.102 0.457 -1.012
5 C -1.575 0.261 -0.788
6 S -2.204 1.387 0.652
7 N 0.861 -1.269 0.725
8 H 2.216 1.263 -0.856
9 H 2.511 -0.521 -0.954
10 H 3.962 0.496 0.789
11 H 0.426 0.792 0.976
12 H 0.091 1.568 -1.330
13 H 0.197 -0.126 -1.904
14 H -1.818 -0.727 -0.542
15 H -2.103 0.431 -1.730
16 H -2.154 2.349 -1.218
17 H 0.963 -0.916 1.768
18 H -0.062 -1.724 0.742
19 H -2.993 -1.989 1.098
20 H -2.083 -0.880 1.446
21 O -2.069 -1.855 1.425

The value obtained for the gap between HOMO and LUMO is 7.18 eV. The spin multiplicity is 1. For the LUMO energy, the calculation gives -2.1011 eV. As for the charge: 0.

No. 5
This record from the OMol25 dataset describes a 2-piece molecular cluster, C4H13NO3 overall at a distorted geometry. The level of theory is ωB97M-V with the def2-TZVPD basis set.

Geometry (Å):
1 C -1.132 -1.648 -1.060
2 C -0.584 -1.089 0.297
3 C -1.825 -0.357 0.883
4 O -1.458 0.737 1.689
5 N 0.633 -0.356 0.522
6 C 2.023 -0.447 0.042
7 O 2.225 0.098 -1.217
8 H -0.396 -2.281 -1.559
9 H -1.853 -2.439 -0.819
10 H -1.516 -0.874 -1.788
11 H -0.483 -1.968 0.904
12 H -2.642 -0.997 1.283
13 H -2.367 0.247 0.125
14 H -1.089 0.774 2.532
15 H 0.471 0.638 0.429
16 H 2.637 0.063 0.705
17 H 2.346 -1.467 -0.002
18 H 1.840 0.909 -1.465
19 O 0.242 2.426 -0.901
20 H -0.296 2.385 -1.722
21 H -0.339 2.645 -0.171

The value obtained for the gap between HOMO and LUMO is 9.07 eV. The spin multiplicity is 1. For the LUMO energy, the calculation gives 0.5561 eV. As for the charge: 0. The SMILES is C[C@H](CO)NCO.O.

No. 6
This record from the OMol25 dataset describes a 2-piece molecular cluster, C4H13NO3 overall at a distorted geometry. The level of theory is ωB97M-V with the def2-TZVPD basis set.

Geometry (Å):
1 O 0.730 -2.933 1.113
2 C -0.579 -2.508 1.430
3 C -1.151 -1.601 0.328
4 C -0.653 -0.149 0.505
5 N -0.108 0.383 -0.774
6 C -0.163 1.832 -0.771
7 O -1.503 2.162 -1.187
8 H 1.336 -2.279 0.769
9 H -0.432 -1.925 2.344
10 H -1.267 -3.322 1.636
11 H -0.941 -2.074 -0.615
12 H -2.232 -1.510 0.402
13 H -1.414 0.566 0.817
14 H 0.034 -0.102 1.363
15 H 0.806 -0.036 -0.904
16 H -0.056 2.332 0.201
17 H 0.506 2.370 -1.421
18 H -1.957 1.342 -1.404
19 O 2.656 2.376 -1.335
20 H 3.211 2.852 -1.960
21 H 3.176 2.226 -0.537

The value obtained for the gap between HOMO and LUMO is 9.69 eV. The spin multiplicity is 1. For the LUMO energy, the calculation gives 0.3928 eV. As for the charge: 0. The SMILES is OCCCNCO.O.

No. 7
This record from the OMol25 dataset describes a 2-piece molecular cluster, C4H13NO3 overall at a distorted geometry. The level of theory is ωB97M-V with the def2-TZVPD basis set.

Geometry (Å):
1 O 1.306 -1.794 1.535
2 C 0.912 -1.953 0.202
3 C -0.428 -1.210 -0.074
4 C -0.872 -0.102 0.832
5 N -0.459 1.229 0.634
6 C -1.255 2.358 0.161
7 O -0.575 2.820 -1.046
8 H 1.764 -2.674 1.729
9 H 0.809 -3.105 -0.030
10 H 1.775 -1.519 -0.450
11 H -0.308 -0.834 -1.161
12 H -1.408 -2.073 -0.028
13 H -2.020 -0.133 0.522
14 H -0.745 -0.378 1.907
15 H 0.460 1.402 1.039
16 H -2.283 2.155 -0.100
17 H -1.010 3.259 0.832
18 H 0.096 2.202 -1.284
19 O 1.690 0.293 -1.742
20 H 1.155 0.352 -0.996
21 H 1.397 -0.295 -2.483

The value obtained for the gap between HOMO and LUMO is 9.46 eV. The spin multiplicity is 1. For the LUMO energy, the calculation gives 0.5979 eV. As for the charge: 0. The SMILES is OCCCNCO.O.

No. 8
This record from the OMol25 dataset describes a 2-piece molecular cluster, C4H13NO3 overall at a distorted geometry. The level of theory is ωB97M-V with the def2-TZVPD basis set.

Geometry (Å):
1 C 1.609 -0.506 -1.647
2 N 0.357 0.213 -1.443
3 C -0.328 -0.068 -0.181
4 C -0.994 1.240 0.267
5 O -1.725 1.155 1.507
6 C -1.298 -1.224 -0.338
7 O -1.917 -1.596 0.914
8 H 1.825 -1.192 -0.864
9 H 2.453 0.182 -1.583
10 H 1.684 -1.030 -2.591
11 H -0.279 0.032 -2.205
12 H 0.440 -0.172 0.585
13 H -1.726 1.609 -0.456
14 H -0.260 2.041 0.351
15 H -1.408 0.426 1.968
16 H -0.739 -2.119 -0.577
17 H -2.075 -1.021 -1.073
18 H -2.716 -1.084 1.056
19 O 2.480 1.007 1.726
20 H 1.712 0.604 2.149
21 H 2.908 1.501 2.434

The value obtained for the gap between HOMO and LUMO is 9.50 eV. The spin multiplicity is 1. For the LUMO energy, the calculation gives 0.6532 eV. As for the charge: 0. The SMILES is CNC(CO)CO.O.

No. 9
This record from the OMol25 dataset describes a 3-piece molecular cluster, C4H13NO5 overall at a distorted geometry. The level of theory is ωB97M-V with the def2-TZVPD basis set.

Geometry (Å):
1 O -1.752 1.043 0.769
2 C -0.576 1.166 0.485
3 C 0.531 0.785 1.442
4 C 0.473 -0.629 2.110
5 O 1.443 -1.380 1.360
6 N -0.276 1.667 -0.770
7 C 0.951 1.729 -1.501
8 O 0.963 0.802 -2.560
9 H 0.541 1.619 2.170
10 H 1.456 0.748 0.858
11 H -0.532 -1.033 1.920
12 H 0.723 -0.638 3.172
13 H 0.957 -1.730 0.608
14 H -1.154 1.960 -1.181
15 H 1.707 1.584 -0.684
16 H 1.143 2.685 -2.005
17 H 1.851 0.570 -2.846
18 O -0.202 -2.643 -1.229
19 H -0.985 -2.671 -1.795
20 H 0.353 -1.948 -1.604
21 O -2.744 -1.296 0.143
22 H -1.960 -1.821 0.376
23 H -2.908 -0.569 0.761

The value obtained for the gap between HOMO and LUMO is 10.45 eV. The spin multiplicity is 1. For the LUMO energy, the calculation gives 0.4012 eV. As for the charge: 0. The SMILES is O=C(CCO)NCO.O.O.

No. 10
This record from the OMol25 dataset describes an isolated ion of composition C4H13NOP and charge +1 at a distorted geometry. The level of theory is ωB97M-V with the def2-TZVPD basis set.

Geometry (Å):
1 C 2.050 -0.781 0.469
2 N 0.672 -1.037 0.154
3 P -0.171 0.308 -0.394
4 C 0.306 1.133 -1.813
5 C -0.163 1.356 1.330
6 O -1.707 -0.136 -0.670
7 C -2.299 -1.208 0.092
8 H 2.072 0.267 0.990
9 H 2.422 -1.490 1.238
10 H 2.857 -0.761 -0.413
11 H 0.486 -1.737 -0.487
12 H -0.697 1.441 -2.245
13 H 0.847 0.392 -2.441
14 H 1.017 2.040 -1.620
15 H -0.102 0.495 2.031
16 H -0.978 2.071 1.198
17 H 0.643 2.124 1.522
18 H -2.827 -0.822 1.028
19 H -1.489 -1.854 0.623
20 H -2.938 -1.801 -0.589

The value obtained for the gap between HOMO and LUMO is 11.96 eV. The spin multiplicity is 1. For the LUMO energy, the calculation gives -2.7804 eV. As for the charge: +1. The SMILES is C[NH+]=P(C)(C)OC.

No. 11
This record from the OMol25 dataset describes an isolated ion of composition C4H13NOP and charge +1 at a distorted geometry. The level of theory is ωB97M-V with the def2-TZVPD basis set.

Geometry (Å):
1 C -0.787 -1.222 0.315
2 N -0.405 0.270 0.456
3 C -0.407 0.679 1.822
4 C -1.399 1.065 -0.316
5 C 1.047 0.323 -0.243
6 P 1.098 -0.284 -2.024
7 O 1.885 -1.689 -1.662
8 H -0.979 -1.353 -0.689
9 H 0.182 -1.668 0.770
10 H -1.682 -1.402 1.017
11 H -0.017 1.750 2.042
12 H -1.463 0.772 2.223
13 H 0.068 0.129 2.613
14 H -0.948 2.022 -0.516
15 H -1.662 0.605 -1.268
16 H -2.307 1.245 0.313
17 H 1.796 -0.450 0.156
18 H 1.548 1.201 -0.300
19 H 2.444 0.391 -2.278
20 H 1.988 -2.385 -2.431

The value obtained for the gap between HOMO and LUMO is 10.61 eV. The spin multiplicity is 1. For the LUMO energy, the calculation gives -2.7264 eV. As for the charge: +1. The SMILES is C[N+](C)(C)CPO.

No. 12
This record from the OMol25 dataset describes a 2-piece molecular cluster, C4H13NOS overall at a distorted geometry. The level of theory is ωB97M-V with the def2-TZVPD basis set.

Geometry (Å):
1 C 0.643 -0.912 0.906
2 C -0.393 0.202 0.745
3 C 0.140 1.513 0.203
4 S 1.736 2.160 0.982
5 C 1.140 -1.385 -0.515
6 N 0.132 -1.476 -1.541
7 H 1.490 -0.558 1.521
8 H 0.230 -1.791 1.396
9 H -1.179 -0.120 0.094
10 H -0.808 0.494 1.723
11 H 0.509 1.454 -0.821
12 H -0.473 2.389 0.392
13 H 2.550 2.031 -0.076
14 H 1.881 -0.687 -0.891
15 H 1.686 -2.323 -0.435
16 H -0.023 -0.614 -2.040
17 H -0.734 -1.962 -1.364
18 H -4.427 -2.495 -0.585
19 H -4.091 -1.135 -0.935
20 O -4.130 -2.012 -1.381

The value obtained for the gap between HOMO and LUMO (alpha / beta) is 1.99 / 8.54 eV. The spin multiplicity is 2. For the LUMO energy (alpha / beta), the calculation gives 2.8771 / 2.7919 eV. As for the charge: -1.

Short version: relative energy (zero: lowest compared OMol25 entry of this formula, charge and spin) = 25.0; 55.9; 59.7; 109.3; 70.5; 56.5; 91.8; 51.3; 40.8; 29.4; 60.6; 13.3 kcal/mol, in the order given.